(one)
Here is the molecule C18H26N2O4S from the OMol25 dataset. Energies are from ωB97M-V/def2-TZVPD.

Results
HOMO energy, eV: -9.32
Structure (SMILES): Cc1ccc(S(=O)(=O)N2CCC[C@@H](C(=O)NC[C@H]3CCCO3)C2)cc1
Lowest unoccupied orbital energy, eV: 0.668
Kohn-Sham gap, eV: 10.0

Geometry as XYZ:
```
51
C18H26N2O4S | the OMol25 dataset | ωB97M-V/def2-TZVPD
C 5.178 1.952 3.583
C 3.731 1.585 3.702
C 3.339 0.257 3.841
C 1.999 -0.076 3.939
C 1.050 0.926 3.897
C 1.414 2.251 3.760
C 2.755 2.577 3.663
H 3.051 3.610 3.557
H 0.640 3.003 3.736
S -0.672 0.470 4.024
O -1.485 1.655 4.037
O -0.835 -0.467 5.098
N -0.877 -0.392 2.588
C -0.790 0.463 1.424
H 0.122 1.058 1.511
C -0.742 -0.396 0.161
C -0.676 0.483 -1.084
O -0.969 1.659 -1.094
N -0.237 -0.177 -2.182
H -0.157 -1.182 -2.156
C -0.351 0.383 -3.507
H 0.586 0.218 -4.048
H -0.534 1.453 -3.395
C -1.513 -0.283 -4.264
C -1.590 0.162 -5.730
H -2.627 0.183 -6.063
C -0.826 -0.947 -6.452
H 0.248 -0.761 -6.411
C -1.188 -2.162 -5.602
H -2.148 -2.588 -5.926
H -0.431 -2.949 -5.619
O -1.308 -1.694 -4.270
H -1.125 -1.065 -7.490
H -1.153 1.146 -5.876
H -2.443 -0.076 -3.719
C -1.998 -1.276 0.101
C -2.094 -2.111 1.375
C -2.087 -1.193 2.593
H -2.083 -1.761 3.524
H -2.977 -0.546 2.580
H -3.010 -2.703 1.373
H -1.241 -2.788 1.435
H -1.970 -1.925 -0.777
H -2.877 -0.632 0.018
H 0.144 -1.037 0.203
H -1.642 1.155 1.370
H 1.673 -1.096 4.059
H 4.089 -0.519 3.876
H 5.407 2.235 2.556
H 5.818 1.117 3.859
H 5.412 2.802 4.221
```

=====

(two)
Here is the molecule C18H26N2O4S from the OMol25 dataset. Energies are from ωB97M-V/def2-TZVPD.

Results
HOMO energy, eV: -9.10
Structure (SMILES): O=C(COc1ccc(S(=O)(=O)NC2CCCC2)cc1)N1CCCCC1
Lowest unoccupied orbital energy, eV: 0.678
Kohn-Sham gap, eV: 9.8

Geometry as XYZ:
```
51
C18H26N2O4S | the OMol25 dataset | ωB97M-V/def2-TZVPD
O -3.774 -1.475 -2.110
C -3.836 -1.276 -0.909
N -4.362 -0.160 -0.383
C -4.599 0.117 1.020
H -3.944 -0.498 1.635
C -4.342 1.602 1.318
C -3.257 2.130 0.384
C -3.763 2.105 -1.064
C -4.732 0.930 -1.263
H -4.701 0.560 -2.288
H -5.758 1.228 -1.028
H -4.282 3.034 -1.303
H -2.915 2.009 -1.742
H -2.368 1.504 0.480
H -2.976 3.145 0.665
H -5.253 2.185 1.175
H -4.037 1.711 2.359
H -5.639 -0.141 1.264
C -3.299 -2.347 0.055
H -2.816 -3.116 -0.560
O -2.418 -1.873 1.056
C -1.329 -1.144 0.692
C -0.895 -0.955 -0.618
C 0.207 -0.150 -0.858
C 0.868 0.451 0.192
C 0.459 0.252 1.499
C -0.637 -0.543 1.750
H -0.990 -0.713 2.755
H 0.999 0.741 2.293
S 2.276 1.497 -0.108
O 2.189 2.676 0.704
O 2.447 1.659 -1.526
N 3.490 0.566 0.565
H 4.227 1.148 0.934
C 3.971 -0.541 -0.238
C 4.711 -1.560 0.656
H 4.666 -1.215 1.689
H 4.242 -2.541 0.611
C 6.160 -1.602 0.152
H 6.292 -2.438 -0.536
H 6.874 -1.716 0.966
C 6.340 -0.288 -0.607
H 7.173 -0.321 -1.307
H 6.512 0.532 0.093
C 4.994 -0.117 -1.303
H 4.800 0.896 -1.650
H 4.931 -0.791 -2.158
H 3.074 -0.969 -0.692
H 0.556 0.030 -1.863
H -1.405 -1.412 -1.449
H -4.129 -2.806 0.601
```

=====

Quick one: most stable of them? (one)

=====

(one)
Here is a structure of composition H19O10 from the OMol25 dataset. Energies are from ωB97M-V/def2-TZVPD.

Results
HOMO energy, eV: -6.27
Lowest unoccupied orbital energy, eV: 3.085
Net charge: -1
Kohn-Sham gap, eV: 9.4

Geometry as XYZ:
```
29
H19O10 | the OMol25 dataset | ωB97M-V/def2-TZVPD
O -54.073 6.810 -12.457
H -53.450 7.273 -12.930
O -54.514 7.122 -14.840
H -53.935 7.813 -14.995
H -54.229 6.916 -13.985
O -52.628 8.635 -11.889
H -52.194 8.065 -11.069
H -53.129 7.941 -12.221
O -55.660 8.136 -12.004
H -54.927 7.544 -12.005
H -55.411 9.049 -12.337
O -52.795 4.431 -12.981
H -52.613 4.117 -12.160
H -53.283 5.378 -12.766
O -54.808 5.544 -10.077
H -54.140 5.831 -10.805
H -55.300 6.231 -9.722
O -52.252 6.049 -10.739
H -53.090 6.258 -11.370
H -52.675 6.011 -9.937
O -55.671 5.195 -12.727
H -54.757 5.696 -12.786
H -55.798 5.071 -13.631
O -51.047 6.275 -14.157
H -51.845 5.750 -14.206
H -50.376 5.691 -13.827
O -50.778 8.464 -14.330
H -50.731 8.472 -13.327
H -50.938 7.412 -14.669
```

=====

(two)
Here is a structure of composition H19O10 from the OMol25 dataset. Energies are from ωB97M-V/def2-TZVPD.

Results
HOMO energy, eV: -6.17
Lowest unoccupied orbital energy, eV: 3.005
Net charge: -1
Kohn-Sham gap, eV: 9.2

Geometry as XYZ:
```
29
H19O10 | the OMol25 dataset | ωB97M-V/def2-TZVPD
O 0.249 3.301 1.613
H -1.310 -0.581 -2.363
H -0.581 3.759 1.761
O 1.010 -1.123 -1.558
H 0.460 -1.586 -0.922
H 2.034 1.678 -0.168
O -2.193 0.748 2.488
H 0.485 -0.491 -2.020
H -2.480 -0.170 2.418
O -1.530 0.530 -0.930
H 2.079 -1.233 1.580
H 0.328 2.622 2.285
O 2.417 -2.017 1.133
H 0.294 -0.225 0.567
H -1.077 0.068 0.175
O 0.040 2.335 -2.401
H 0.004 2.129 -1.456
H -0.896 2.469 -2.501
O -0.462 -3.058 2.178
H 0.458 -2.878 2.286
H -1.034 -2.139 -2.476
O -1.313 -1.361 -2.958
H 2.358 0.663 -1.470
H 2.276 -1.782 0.214
O -0.502 -0.619 0.949
H -1.264 0.514 2.345
O 2.572 1.377 -0.883
H -2.402 0.136 -0.827
H -0.649 -2.350 1.528
```

=====

Quick one: most stable of them? (two)

=====

(one)
Here is a cluster of 2 separate species, C2H7OS in total from the OMol25 dataset. Energies are from ωB97M-V/def2-TZVPD.

Results
HOMO energy, eV: -3.01
Lowest unoccupied orbital energy, eV: 4.169
Net charge: -1
Kohn-Sham gap, eV: 7.2

Geometry as XYZ:
```
11
C2H7OS | the OMol25 dataset | ωB97M-V/def2-TZVPD
S 1.964 -0.660 -2.014
H 1.181 -1.811 -2.207
C -0.859 -0.221 0.750
O -0.898 -0.925 -0.460
C 0.128 1.035 0.659
H -0.523 -0.800 1.594
H -1.889 0.113 0.985
H -0.093 -0.636 -1.143
H -0.331 1.974 0.015
H 1.024 0.578 0.191
H 0.297 1.353 1.631
```

=====

(two)
Here is a cluster of 2 separate species, C2H7OS in total from the OMol25 dataset. Energies are from ωB97M-V/def2-TZVPD.

Results
HOMO energy, eV: -2.02
Lowest unoccupied orbital energy, eV: 3.631
Net charge: -1
Kohn-Sham gap, eV: 5.7

Geometry as XYZ:
```
11
C2H7OS | the OMol25 dataset | ωB97M-V/def2-TZVPD
C -0.733 -1.476 -0.377
S -2.356 -0.769 -0.839
H 0.063 -0.877 -0.803
H -0.555 -2.508 -0.680
H -0.674 -1.413 0.704
H -2.849 -0.339 0.340
C 1.405 1.471 0.317
O 0.102 1.160 0.514
H 1.620 2.361 -0.317
H 2.022 0.650 -0.124
H 1.953 1.739 1.266
```

=====

Quick one: most stable of them? (one)

=====

(one)
Here is the ion C2H3N4O with charge -1 from the OMol25 dataset. Energies are from ωB97M-V/def2-TZVPD.

Results
HOMO energy, eV: -4.88
Lowest unoccupied orbital energy, eV: 4.132
Net charge: -1
Kohn-Sham gap, eV: 9.0

Geometry as XYZ:
```
10
C2H3N4O | the OMol25 dataset | ωB97M-V/def2-TZVPD
C -0.795 -0.275 -0.165
C 1.737 -0.075 0.208
N -0.968 1.039 -0.369
N -1.861 -1.030 -0.025
N -2.289 1.087 -0.272
N -2.812 -0.093 -0.092
O 0.756 -1.002 0.061
H 2.664 -0.656 0.033
H 1.752 0.296 1.226
H 1.819 0.710 -0.605
```

=====

(two)
Here is the ion C2H3N4O with charge -1 from the OMol25 dataset. Energies are from ωB97M-V/def2-TZVPD.

Results
HOMO energy, eV: -1.95
Structure (SMILES): [O-]Nn1ccnn1
Lowest unoccupied orbital energy, eV: 4.123
Net charge: -1
Kohn-Sham gap, eV: 6.1

Geometry as XYZ:
```
10
C2H3N4O | the OMol25 dataset | ωB97M-V/def2-TZVPD
C 0.156 -0.182 -1.633
C 0.071 0.004 -0.248
N -0.229 0.972 -2.206
N -0.429 1.831 -1.264
N -0.269 1.240 -0.030
N -0.292 1.849 1.176
O -1.098 2.976 1.245
H 0.187 -1.244 -2.158
H -0.081 -0.904 0.429
H -0.459 1.264 2.013
```

=====

Quick one: most stable of them? (one)

=====

(one)
Here is the ion CH3N2OS2 with charge -1 from the OMol25 dataset. Energies are from ωB97M-V/def2-TZVPD.

Results
HOMO energy, eV: -3.92
Structure (SMILES): NNSC([O-])=S
Lowest unoccupied orbital energy, eV: 3.666
Net charge: -1
Kohn-Sham gap, eV: 7.6

Geometry as XYZ:
```
9
CH3N2OS2 | the OMol25 dataset | ωB97M-V/def2-TZVPD
C -1.110 1.451 0.444
N 0.871 -1.461 -0.694
N 1.066 -0.224 -0.156
O -1.121 1.262 -0.751
S -1.895 2.488 1.466
S 0.217 0.201 1.403
H 1.627 -2.189 -0.380
H -0.079 -2.002 -0.570
H 0.424 0.476 -0.761
```

=====

(two)
Here is a cluster of 2 separate species, CH3N2OS2 in total from the OMol25 dataset. Energies are from ωB97M-V/def2-TZVPD.

Results
HOMO energy, eV: -3.74
Lowest unoccupied orbital energy, eV: 2.836
Net charge: -1
Kohn-Sham gap, eV: 6.6

Geometry as XYZ:
```
9
CH3N2OS2 | the OMol25 dataset | ωB97M-V/def2-TZVPD
C -0.571 1.196 2.678
N -0.953 -1.080 -1.907
N -0.290 -0.589 -0.942
O -1.126 1.020 3.701
S -1.185 1.749 1.136
S 1.235 -1.037 -0.287
H -0.577 -1.901 -2.376
H 0.553 0.899 2.479
H -0.641 0.175 -0.301
```

=====

Quick one: most stable of them? (one)

=====

(one)
Here is a cluster of 2 separate species, C3H9NO2S in total from the OMol25 dataset. Energies are from ωB97M-V/def2-TZVPD.

Results
HOMO energy, eV: 0.17
Lowest unoccupied orbital energy, eV: 6.036
Net charge: -2
Kohn-Sham gap, eV: 5.9

Geometry as XYZ:
```
16
C3H9NO2S | the OMol25 dataset | ωB97M-V/def2-TZVPD
C -0.776 0.024 0.021
O -1.218 -0.976 0.916
C 0.751 0.240 0.072
C 1.318 1.229 -0.982
S 0.901 2.996 -0.711
N 1.172 0.617 1.437
H -0.984 -0.276 -1.027
H -1.327 0.959 0.227
H 1.187 -0.768 -0.246
H 0.984 0.918 -1.967
H 2.426 1.128 -1.026
H 1.251 1.635 1.497
H 0.394 0.311 2.083
H -1.768 -1.702 0.409
H -1.832 -3.528 -0.363
O -2.479 -2.808 -0.340
```

=====

(two)
Here is a cluster of 2 separate species, C3H9NO2S in total from the OMol25 dataset. Energies are from ωB97M-V/def2-TZVPD.

Results
HOMO energy, eV: 0.10
Lowest unoccupied orbital energy, eV: 5.955
Net charge: -2
Kohn-Sham gap, eV: 5.9

Geometry as XYZ:
```
16
C3H9NO2S | the OMol25 dataset | ωB97M-V/def2-TZVPD
C 0.715 0.071 0.168
C 2.174 -0.054 -0.548
S 3.428 0.419 0.606
N -0.217 -0.634 -0.723
C -1.561 -0.665 0.004
O -2.210 0.568 0.046
H 0.783 -0.462 1.161
H 0.369 1.086 0.333
H 2.012 0.535 -1.488
H 2.205 -1.103 -0.947
H -0.015 -1.591 -0.787
H -1.471 -1.204 1.004
H -2.042 -1.483 -0.605
H -3.197 0.380 -0.179
H -4.942 0.041 -0.976
O -4.665 0.109 -0.034
```

=====

Quick one: most stable of them? (one)

=====

(one)
Here is the molecule C5H8ClNO from the OMol25 dataset. Energies are from ωB97M-V/def2-TZVPD.

Results
HOMO energy, eV: -9.52
Structure (SMILES): C=CN(C=O)CCCl
Lowest unoccupied orbital energy, eV: 0.752
Kohn-Sham gap, eV: 10.3

Geometry as XYZ:
```
16
C5H8ClNO | the OMol25 dataset | ωB97M-V/def2-TZVPD
C 1.670 0.750 0.425
C 0.209 0.362 0.894
C -1.739 0.809 -0.512
C -1.785 2.178 -0.252
C -1.343 -1.474 0.308
H 2.179 1.145 1.270
H 1.511 1.736 -0.201
H -0.285 1.532 1.128
H 0.327 -0.126 1.927
H -2.761 0.520 -0.880
H -2.724 2.472 -0.755
H -0.815 2.867 0.029
H -1.022 -2.084 1.300
N -0.789 -0.231 0.123
O -2.335 -1.843 -0.257
Cl 2.690 -0.438 -0.459
```

=====

(two)
Here is the molecule C5H8ClNO from the OMol25 dataset. Energies are from ωB97M-V/def2-TZVPD.

Results
HOMO energy, eV: -8.57
Structure (SMILES): Cl[C@H]1[C@H]2NCCO[C@@H]12
Lowest unoccupied orbital energy, eV: 0.876
Kohn-Sham gap, eV: 9.4

Geometry as XYZ:
```
16
C5H8ClNO | the OMol25 dataset | ωB97M-V/def2-TZVPD
C 1.716 0.408 0.550
C 0.411 1.103 0.256
C -1.474 -0.051 -0.783
C -0.852 -1.331 -0.257
C 0.462 0.029 1.280
H 2.436 1.011 1.013
H 0.459 2.157 0.622
H 0.190 0.896 -1.715
H -2.220 0.365 -0.070
H -1.976 -0.261 -1.752
H -1.578 -2.126 0.001
H -0.096 -1.650 -1.012
H 0.518 0.297 2.372
N -0.359 0.937 -0.899
O -0.178 -1.158 1.042
Cl 2.540 -0.625 -0.649
```

=====

Quick one: most stable of them? (two)

=====

(one)
Here is a cluster of 2 separate species, C3H9IN2 in total from the OMol25 dataset. Energies are from ωB97M-V/def2-TZVPD.

Results
HOMO energy (spin up / spin down), eV: -6.99 / -7.38
Lowest unoccupied orbital energy (spin up / spin down), eV: 0.437 / 0.210
Kohn-Sham gap (spin up / spin down), eV: 7.4 / 7.6

Geometry as XYZ:
```
15
C3H9IN2 | the OMol25 dataset | ωB97M-V/def2-TZVPD
C 2.074 -0.713 1.108
C 0.719 -0.321 1.427
C -0.285 0.593 -0.825
N -2.730 0.361 -1.107
N -1.394 -0.167 -1.023
I 1.272 0.314 -2.259
H 2.090 -1.383 0.244
H 2.338 -1.185 2.093
H 2.641 0.207 0.880
H 0.682 0.594 2.095
H 0.027 -1.050 1.529
H -0.547 1.532 -0.469
H -2.889 1.058 -0.314
H -2.571 1.093 -1.762
H -1.427 -0.931 -1.616
```

=====

(two)
Here is a cluster of 2 separate species, C3H9IN2 in total from the OMol25 dataset. Energies are from ωB97M-V/def2-TZVPD.

Results
HOMO energy (spin up / spin down), eV: -7.33 / -7.33
Lowest unoccupied orbital energy (spin up / spin down), eV: 0.691 / 0.691
Kohn-Sham gap (spin up / spin down), eV: 8.0 / 8.0

Geometry as XYZ:
```
15
C3H9IN2 | the OMol25 dataset | ωB97M-V/def2-TZVPD
C -1.584 0.031 -1.229
C 1.424 0.685 1.034
C -0.387 -0.666 -1.805
N 0.991 -0.752 0.836
N 0.928 -1.490 -0.287
I 0.910 0.378 -2.995
H -1.375 1.185 -1.151
H -2.539 -0.032 -1.706
H -1.655 -0.367 -0.178
H 0.710 1.081 1.842
H 2.403 0.686 1.415
H 1.242 1.229 0.161
H -0.601 -1.590 -2.224
H 0.270 -0.839 1.529
H 1.826 -1.359 -0.759
```

=====

Quick one: most stable of them? (two)